No. 1
The following is a DFT calculation (ωB97M-V/def2-TZVPD) of the ion C5H3N2S4 with charge -1.

Its LUMO energy (alpha / beta) is 2.3 / 1.5 eV. Its total energy is -1894.45513 Eh. Its energy above the lowest of the compared OMol25 structures with the same formula, charge and spin is 0.0 kcal per mole.

```
! RIJCOSX wB97M-V def2-TZVPD def2/J DEFGRID3
* xyz -1 1
C -1.300 0.660 1.285
S -2.010 1.485 2.575
S 0.863 -0.318 -4.150
H 1.122 -1.400 -0.749
C -0.334 -0.244 1.782
C -1.159 0.569 3.802
N 0.605 -0.668 -0.255
H -1.361 0.755 4.839
H 0.420 0.656 -4.929
S 0.162 0.948 -2.363
C 0.176 0.394 -0.871
N 0.480 -0.972 1.047
S 0.661 -1.415 4.136
C -0.347 -0.370 3.254
*
```

These are the Löwdin partial charges, in e, on atoms 1 to 4: -0.41, 0.90, 0.12, 0.15

No. 2
The following is a DFT calculation (ωB97M-V/def2-TZVPD) of an isolated molecule of C5H3N3.

Its LUMO energy is -1.7 eV. Its structure (SMILES) is [H]/N=C1\N=CC=C1C#N. Its total energy is -356.49154 Eh. Its energy above the lowest of the compared OMol25 structures with the same formula, charge and spin is 50.5 kcal per mole.

```
! RIJCOSX wB97M-V def2-TZVPD def2/J DEFGRID3
* xyz 0 1
C 0.271 1.339 -0.912
N -0.642 -0.951 2.986
C -0.234 -0.726 -0.734
N -0.471 -2.004 -0.930
C 0.349 1.058 0.610
N -0.012 0.346 -1.645
H 0.978 1.517 1.461
C -0.498 -0.694 1.811
H 0.675 2.270 -1.414
C -0.198 -0.120 0.624
H -0.218 -2.036 -1.858
*
```

These are the Löwdin partial charges, in e, on atoms 1 to 4: -0.10, 0.17, -0.34, 0.23

No. 3
The following is a DFT calculation (ωB97M-V/def2-TZVPD) of an isolated molecule of C5H3N3.

Its LUMO energy is -0.4 eV. Its structure (SMILES) is N#Cc1ncccn1. Its total energy is -356.57206 Eh. Its energy above the lowest of the compared OMol25 structures with the same formula, charge and spin is 0.0 kcal per mole.

```
! RIJCOSX wB97M-V def2-TZVPD def2/J DEFGRID3
* xyz 0 1
C 1.096 0.027 0.017
N 0.568 -1.187 0.007
N 3.690 -0.018 -0.049
C 2.545 0.049 0.042
C -0.743 -1.208 -0.057
N 0.513 1.267 -0.047
H -2.619 -0.025 0.160
H -1.336 -2.185 -0.071
H -1.387 2.140 0.051
C -1.507 -0.041 -0.020
C -0.821 1.181 -0.032
*
```

These are the Löwdin partial charges, in e, on atoms 1 to 4: -0.35, 0.13, 0.17, -0.14

No. 4
The following is a DFT calculation (ωB97M-V/def2-TZVPD) of an isolated molecule of C5H3N3.

Its LUMO energy is -1.9 eV. Its structure (SMILES) is C=C1C=NN=C1C#N. Its total energy is -356.45403 Eh. Its energy above the lowest of the compared OMol25 structures with the same formula, charge and spin is 74.1 kcal per mole.

```
! RIJCOSX wB97M-V def2-TZVPD def2/J DEFGRID3
* xyz 0 1
H -1.653 0.455 1.806
N -0.466 2.687 0.474
N 0.960 -1.372 -1.239
C -0.361 1.584 0.003
N 0.816 0.080 -1.425
C -0.335 -0.752 0.557
C 0.580 -1.751 -0.069
C 0.007 0.368 -0.451
H 0.730 -2.725 0.410
H -1.004 -1.304 2.568
C -1.099 -0.480 1.718
*
```

These are the Löwdin partial charges, in e, on atoms 1 to 4: 0.06, 0.19, 0.04, -0.19

> What is the total energy in the third record?

-356.57206 Eh

> What is the total energy in the third record?

-356.57206 Eh